# C6H13N5

A structure of composition C6H13N5 at a distorted geometry (the ωB97M-V functional and the def2-TZVPD basis, the Open Molecules 2025 dataset).

The value obtained for the highest occupied orbital energy is -0.6758 Ha. As for the strongest force on any atom: 0.1424 hartree/bohr. The HOMO-LUMO gap comes out at 10.8 eV. As for the total charge: +2.

CARTESIAN COORDINATES (ANGSTROEM)
C: -0.704 -0.543 -1.035
H: -2.219 -1.569 1.925
H: 1.254 1.306 1.527
H: 0.750 0.203 -3.674
H: 1.646 1.544 -1.136
N: 0.164 -0.072 -2.971
H: -1.705 0.944 -3.171
H: -2.475 -1.384 0.125
H: 2.148 0.057 0.749
C: 1.214 0.555 0.754
C: 0.602 -0.404 -1.771
N: -1.867 -1.470 0.955
C: -1.288 -0.042 -3.074
H: 1.492 -0.862 -1.600
H: 0.211 0.841 3.141
C: 0.069 -0.173 2.769
N: -1.727 -0.327 -1.716
C: -0.804 -0.757 0.725
N: 0.146 -0.227 1.375
N: 0.977 1.064 -0.644
H: 0.722 -0.800 3.416
H: 0.196 1.717 -0.460
H: -1.562 -0.783 -3.840
H: -0.803 -0.564 3.293